{
  "formula": "C2H2O4",
  "method": "wB97M-V/def2-TZVPD",
  "symbols": ["O", "O", "O", "O", "C", "C", "H", "H"],
  "positions_angstrom": [[0.6578, 1.4556, 0.0489], [1.7836, -0.8133, -0.2163], [-0.7533, 1.4323, -0.1207], [-1.6422, -0.7937, 0.0716], [0.7290, 0.0512, 0.0297], [-0.6731, 0.0634, -0.2215], [2.3294, -1.0563, 0.5833], [-2.4312, -0.3393, -0.1750]],
  "nbo_charge": [-0.21, -0.67, -0.22, -0.64, 0.35, 0.40, 0.50, 0.49],
  "spin_multiplicity": 1,
  "de_lowest_kcal_mol": 154.00,
  "energy_ev": -10290.4974,
  "homo_energy_ev": -8.1,
  "lumo_energy_ev": 0.51,
  "orbital_gap_ev": 8.62
}